Formula: C57H47BILaN11OS3
Source: the OMol25 dataset
Level of theory: the ωB97M-V functional and the def2-TZVPD basis

**LUMO energy**: 2.1 eV
**Total charge**: -1
**Frontier orbital gap**: 6.791 eV
**ΔE to the lowest compared entry with this formula, charge and spin**: 8.53 kJ/mol

XYZ file:
```
122
Properties=species:S:1:pos:R:3:mulliken_charge:R:1
La 0.104 -0.149 -0.195 1.81
C -0.733 4.234 -4.535 -1.32
C -0.652 2.841 -4.011 1.12
C -0.838 1.712 -4.775 -1.36
C -0.728 0.641 -3.882 -1.08
N -0.473 1.099 -2.656 1.20
N -0.424 2.443 -2.739 -0.11
B -0.120 3.427 -1.587 -1.85
N -1.161 3.392 -0.445 0.15
N -1.488 2.367 0.363 0.70
C -2.442 2.806 1.199 -0.23
C -2.735 4.146 0.900 -1.28
C -1.904 4.482 -0.139 0.49
C -1.836 5.822 -0.781 -1.43
C -3.164 2.075 2.235 0.82
C -3.882 2.791 3.200 -1.09
C -4.701 2.146 4.106 -0.83
C -4.803 0.764 4.094 -0.79
C -4.046 0.040 3.189 -0.79
C -3.235 0.686 2.273 1.72
N 1.339 3.322 -1.089 0.17
N 1.881 2.329 -0.354 0.71
C 3.139 2.697 -0.075 -0.44
C 3.409 3.941 -0.658 -1.33
C 2.247 4.307 -1.293 0.80
C 2.071 5.559 -2.079 -1.41
C 4.143 1.983 0.708 0.02
C 5.045 2.699 1.500 -0.51
C 6.029 2.037 2.211 -0.73
C 6.120 0.653 2.165 -0.63
C 5.243 -0.060 1.366 -0.49
C 4.281 0.604 0.627 0.73
C -0.955 -0.732 -4.340 0.92
C -2.060 -1.467 -3.920 0.08
C -2.336 -2.700 -4.483 -0.50
C -1.529 -3.207 -5.490 -0.57
C -0.433 -2.474 -5.921 -0.76
C -0.149 -1.247 -5.352 -0.40
H -0.951 4.182 -5.600 0.40
H -1.531 4.794 -4.049 0.17
H 0.202 4.775 -4.404 0.14
H -1.055 1.652 -5.823 0.54
H -0.219 4.492 -2.073 -0.24
H -3.471 4.779 1.353 0.55
H -2.534 6.484 -0.274 0.44
H -0.835 6.240 -0.692 0.17
H -2.107 5.769 -1.834 0.14
H -3.796 3.865 3.258 0.37
H -5.263 2.725 4.828 0.38
H -5.462 0.260 4.790 0.41
H -4.086 -1.041 3.207 0.43
H -2.646 0.118 1.573 0.12
H 4.341 4.467 -0.645 0.61
H 2.953 6.179 -1.933 0.40
H 1.980 5.340 -3.142 0.14
H 1.198 6.124 -1.764 0.18
H 4.971 3.778 1.562 0.41
H 6.727 2.606 2.814 0.37
H 6.888 0.139 2.729 0.43
H 5.305 -1.138 1.324 0.44
H 3.636 0.075 -0.052 0.06
H -2.693 -1.066 -3.147 0.30
H -3.187 -3.267 -4.132 0.42
H -1.750 -4.166 -5.939 0.39
H 0.192 -2.855 -6.715 0.37
H 0.702 -0.673 -5.688 0.50
S 2.483 -1.009 -1.843 -0.61
C 3.090 -2.368 -0.930 0.17
C 3.779 -3.343 -1.645 -1.02
C 4.327 -4.465 -1.035 0.60
C 4.975 -5.435 -1.813 -0.28
N 5.479 -6.226 -2.480 -0.61
C 4.192 -4.620 0.362 0.50
C 3.502 -3.655 1.081 -0.62
C 2.949 -2.529 0.475 -0.82
S 2.133 -1.423 1.530 0.90
C 4.713 -5.750 1.017 -0.33
N 5.131 -6.673 1.561 -0.64
H 3.901 -3.208 -2.713 0.49
H 3.370 -3.777 2.148 0.62
I -0.214 -3.820 0.296 0.24
C -2.208 -3.710 -0.453 0.65
C -2.793 -4.933 -0.655 -0.69
C -4.119 -5.030 -1.084 -0.94
C -4.837 -3.886 -1.265 -0.81
C -4.249 -2.619 -1.080 1.10
C -5.035 -1.471 -1.299 -1.18
C -4.470 -0.236 -1.207 -1.28
C -3.112 -0.113 -0.881 0.88
C -2.269 -1.181 -0.580 0.45
C -2.874 -2.479 -0.687 -0.47
H -2.228 -5.835 -0.473 0.48
H -4.556 -6.003 -1.254 0.38
H -5.873 -3.930 -1.573 0.39
H -6.079 -1.593 -1.560 0.35
H -5.055 0.657 -1.394 0.40
H -2.729 0.899 -0.864 -0.19
C 2.763 2.048 3.865 -1.08
N 2.271 0.746 4.192 0.52
C 2.941 -0.290 4.782 -0.74
C 2.103 -1.344 4.833 -0.38
N 0.906 -0.966 4.250 0.68
C 1.032 0.333 3.828 -0.36
S -0.090 1.324 3.123 -0.26
C -0.180 -1.807 4.015 0.20
C -0.457 -2.834 4.923 -0.84
C -1.532 -3.663 4.670 -0.85
C -2.292 -3.440 3.534 -1.27
C -1.939 -2.386 2.708 -1.40
N -0.911 -1.582 2.931 1.14
H 3.791 2.142 4.199 0.34
H 2.136 2.810 4.334 0.36
H 2.722 2.185 2.783 0.30
H 3.956 -0.190 5.109 0.49
H 2.276 -2.345 5.165 0.38
H 0.146 -2.962 5.807 0.58
H -1.784 -4.457 5.358 0.43
H -3.136 -4.067 3.294 0.55
H -2.514 -2.174 1.819 1.38
O 0.025 -2.581 -2.394 0.00
H -0.243 -3.077 -3.175 0.07
H 0.955 -2.306 -2.530 0.05
```

---

Formula: C57H48AsMnN6O2S4
Source: the OMol25 dataset
Level of theory: the ωB97M-V functional and the def2-TZVPD basis

**Spin multiplicity**: 2
**LUMO energy (spin up / spin down)**: -4.2 / -4.0 eV
**⟨S²⟩**: 0.907
**Total charge**: +1
**Frontier orbital gap (spin up / spin down)**: 5.815 / 6.069 eV

XYZ file:
```
119
Properties=species:S:1:pos:R:3:lowdin_spin:R:1
Mn 1.711 -0.238 -0.572 1.38
C 0.232 8.158 -0.632 0.00
C 0.220 6.720 -0.227 0.00
C -0.277 5.747 -1.089 0.00
C -0.301 4.414 -0.721 0.00
C 0.182 4.024 0.517 0.00
C 0.658 4.984 1.396 0.00
C 0.690 6.316 1.018 0.00
S -0.153 2.312 1.043 0.00
O -1.165 1.877 0.116 0.00
O -0.508 2.413 2.425 -0.01
N 1.112 1.182 0.876 -0.05
C 2.111 1.262 1.808 -0.01
C 2.269 2.222 2.802 0.01
C 3.376 2.221 3.649 0.00
C 4.348 1.257 3.567 0.01
C 4.179 0.188 2.668 0.00
C 5.011 -0.950 2.649 0.02
C 4.642 -2.027 1.885 0.00
C 3.514 -1.935 1.066 0.02
N 2.793 -0.829 0.948 -0.02
C 3.067 0.202 1.782 0.00
H -0.641 8.395 -1.234 0.00
H 1.117 8.363 -1.233 0.00
H 0.254 8.811 0.235 0.00
H -0.671 6.038 -2.052 0.00
H -0.736 3.676 -1.376 0.00
H 0.982 4.704 2.385 0.00
H 1.066 7.049 1.717 0.00
H 1.494 2.944 2.962 0.00
H 3.451 3.000 4.392 0.00
H 5.206 1.264 4.220 0.00
H 5.893 -0.977 3.273 0.00
H 5.196 -2.952 1.903 0.00
H 3.205 -2.801 0.499 0.00
S 4.909 2.726 -1.995 0.00
C 3.805 3.609 -1.040 -0.01
C 2.796 2.839 -0.550 -0.01
C 2.862 1.471 -0.921 -0.12
C 3.975 1.286 -1.718 0.00
C 4.340 0.009 -2.222 0.00
C 5.375 -0.191 -3.145 0.00
C 5.685 -1.467 -3.549 0.00
C 4.968 -2.516 -2.984 0.00
C 3.955 -2.232 -2.094 0.00
N 3.588 -0.998 -1.728 -0.02
H 3.968 4.656 -0.873 0.00
H 2.040 3.277 0.071 0.00
H 5.908 0.668 -3.520 0.00
H 6.466 -1.652 -4.268 0.00
H 5.175 -3.545 -3.230 0.00
H 3.411 -3.065 -1.673 0.00
S 1.236 -2.515 -1.047 -0.09
C 0.864 -2.592 -2.734 -0.01
C 0.573 -3.834 -3.311 0.00
C 0.104 -3.915 -4.611 0.00
C -0.286 -5.185 -5.107 0.00
N -0.607 -6.233 -5.440 0.00
C -0.024 -2.752 -5.396 0.00
C 0.365 -1.528 -4.855 0.00
C 0.775 -1.449 -3.540 0.00
S 1.181 0.177 -2.884 -0.03
C -0.553 -2.796 -6.703 0.00
N -0.999 -2.790 -7.757 0.00
H 0.678 -4.734 -2.721 0.00
H 0.314 -0.638 -5.462 0.00
C -6.411 -4.516 0.395 0.00
C -5.034 -3.959 0.559 0.00
C -4.570 -3.512 1.785 0.00
C -3.305 -2.959 1.950 0.00
C -2.875 -2.694 3.362 0.00
C -2.481 -2.769 0.826 0.00
As -0.778 -1.591 1.023 0.01
N -0.381 -0.532 -0.504 -0.06
C -1.112 -0.177 -1.495 -0.01
C -2.453 -0.636 -1.737 0.00
C -3.090 -0.416 -2.906 0.00
C -2.501 0.354 -3.963 0.00
C -1.301 0.920 -3.793 0.00
C -0.534 0.748 -2.537 0.00
C -1.508 -0.304 2.349 0.00
C -0.767 -0.205 3.536 0.00
C 0.521 -0.953 3.737 0.00
C -1.228 0.578 4.580 0.00
C -2.418 1.281 4.491 0.00
C -2.891 2.140 5.620 0.00
C -3.146 1.169 3.319 0.00
C -2.715 0.397 2.248 0.00
C -3.591 0.353 1.034 0.00
C -2.850 -3.447 -0.350 0.00
C -1.873 -3.735 -1.450 0.00
C -4.123 -3.979 -0.485 0.00
H -7.051 -4.196 1.210 0.00
H -6.378 -5.605 0.395 0.00
H -6.848 -4.199 -0.550 0.00
H -5.206 -3.619 2.652 0.00
H -3.315 -3.454 4.005 0.00
H -3.215 -1.723 3.716 0.00
H -1.789 -2.747 3.447 0.00
H -2.917 -1.218 -0.957 0.00
H -4.077 -0.830 -3.056 0.00
H -3.048 0.474 -4.884 0.00
H -0.846 1.541 -4.551 0.00
H -0.362 1.718 -2.050 0.00
H 0.349 -2.034 3.744 0.00
H 0.980 -0.670 4.682 0.00
H 1.214 -0.729 2.930 0.00
H -0.634 0.661 5.479 0.00
H -2.358 1.899 6.536 0.00
H -3.958 2.006 5.784 0.00
H -2.715 3.189 5.387 0.00
H -4.074 1.718 3.222 0.00
H -4.439 1.023 1.154 0.00
H -3.974 -0.654 0.862 0.00
H -3.018 0.691 0.173 0.00
H -0.906 -3.959 -1.001 0.00
H -1.770 -2.910 -2.155 0.00
H -2.208 -4.608 -2.007 0.00
H -4.399 -4.451 -1.418 0.00
```